Molecular formula: C52H119N6O14
Method: DFT, the ωB97M-V functional and the def2-TZVPD basis

Each line ends with the Löwdin charge.
Positions of all 191 atoms, in Å:
N (1.691, -2.632, 2.569)  -0.133
H (5.748, -5.155, -3.029)  0.171
H (5.846, 5.569, 2.797)  0.141
C (-1.809, -1.038, 5.040)  -0.831
H (1.819, 0.567, -6.477)  0.035
C (1.586, 5.013, 1.241)  -0.076
C (4.113, 5.428, 1.247)  -0.033
H (3.201, 8.085, 0.682)  0.147
H (2.460, -0.043, 0.563)  0.103
O (-2.429, -1.674, 5.887)  -0.035
H (3.223, -4.057, 1.724)  0.118
N (5.251, -4.916, -2.183)  0.226
H (-4.114, -0.560, -4.226)  0.119
H (-0.664, -6.099, -0.816)  0.050
C (0.816, -0.443, -2.140)  -0.256
C (0.596, 2.927, 2.362)  -0.070
C (6.089, -0.965, -2.010)  -0.797
H (-2.611, -0.033, -0.177)  0.094
N (2.703, 6.091, 1.422)  -0.160
H (3.408, -4.503, -1.433)  0.117
C (1.242, 0.992, -2.579)  0.017
H (-2.190, 1.677, -0.878)  0.095
H (4.074, -2.590, 6.124)  0.099
H (1.758, -1.589, -3.753)  0.127
H (-4.232, 1.393, 2.110)  0.096
H (-1.255, -0.509, -2.247)  0.119
H (3.512, -4.456, 3.794)  0.091
C (2.696, 6.684, 2.888)  -0.037
H (-4.889, -6.360, -4.808)  0.087
H (-4.593, 4.371, 4.751)  0.136
H (-4.380, -1.926, -1.907)  0.077
O (3.342, -1.486, -5.855)  -0.095
H (-8.817, 3.416, 3.217)  0.079
H (-5.219, 0.576, 3.910)  0.083
H (4.339, -2.109, 1.260)  0.119
H (-0.086, 1.903, -6.254)  0.055
H (4.230, -4.119, -4.401)  0.106
C (-8.809, 2.399, 2.827)  -0.045
O (0.707, -4.130, -1.768)  -0.061
C (-5.089, 1.685, 1.504)  -0.104
C (4.819, -0.249, -2.553)  -0.026
H (2.221, -6.356, -3.138)  0.132
O (6.241, -2.125, -2.417)  -0.095
H (-6.826, 1.102, 4.536)  0.108
N (0.858, -1.388, -3.342)  0.262
H (5.633, -4.082, -1.761)  0.125
C (-0.634, -3.725, 1.920)  -0.223
H (2.129, -4.284, 4.848)  0.097
H (-1.702, 2.185, -6.721)  0.076
H (2.555, 3.106, 1.519)  0.107
H (3.234, 1.434, -5.751)  0.056
H (-0.242, 3.492, 2.770)  0.055
H (3.944, -0.895, -2.477)  0.021
C (1.313, -1.193, 2.010)  -0.077
H (-2.015, -5.102, -0.807)  0.058
C (3.598, -3.887, -3.544)  -0.030
H (0.548, 1.309, -3.357)  0.080
O (-1.195, -0.216, -5.282)  -0.072
H (2.072, -1.672, 4.455)  0.131
N (-6.211, 1.943, 2.548)  -0.219
H (1.261, 1.660, -1.717)  0.069
H (4.660, 5.959, 0.469)  0.128
C (-1.860, -4.339, 2.576)  -0.076
C (-4.998, -5.597, -5.579)  -0.074
H (-6.707, 3.211, 4.163)  0.116
H (-5.660, -2.428, -2.951)  0.095
C (2.562, -3.235, 1.448)  -0.107
H (-0.838, 9.099, -1.123)  0.062
C (2.594, 7.225, 0.398)  -0.144
H (-4.116, 3.699, 0.914)  0.075
H (-7.690, 1.105, 1.336)  0.125
H (-2.135, 1.268, 0.726)  0.062
H (5.389, -5.724, -1.592)  0.156
H (2.541, -3.873, -3.812)  0.079
H (0.680, 5.551, 1.520)  0.128
C (-7.625, 2.060, 1.858)  -0.116
H (3.883, -2.868, -3.283)  0.056
H (-0.185, 8.551, -2.541)  0.072
O (6.690, -0.555, -1.033)  -0.053
C (4.764, 5.601, 2.666)  -0.187
H (1.623, 4.901, 0.157)  0.139
H (1.528, -1.045, -1.575)  0.121
H (-6.194, 4.151, 2.771)  0.132
O (-0.663, -0.576, 5.237)  -0.104
H (0.177, -0.993, -3.975)  0.098
C (-5.981, 3.253, 3.351)  -0.090
H (-1.895, -0.547, 2.820)  0.050
H (-0.249, -4.371, 1.131)  0.095
H (-0.675, -1.521, -0.936)  0.125
H (-0.829, -2.780, 1.413)  0.091
H (-7.535, 2.822, 1.083)  0.107
H (0.215, 2.648, 1.379)  0.068
H (2.039, 8.549, -1.766)  0.114
C (0.067, 9.220, -1.718)  -0.076
C (-0.524, -0.566, -1.440)  -0.189
H (0.457, -2.286, -3.111)  0.085
C (1.857, 3.747, 2.058)  -0.218
H (0.027, -2.755, 3.734)  0.122
C (-3.631, -3.893, -4.579)  -0.170
O (-3.972, 2.406, 4.464)  -0.217
H (-1.065, 2.952, -5.224)  0.064
H (-4.128, -5.795, -6.206)  0.085
H (0.188, 10.270, -1.985)  0.074
H (4.876, 0.015, -3.609)  0.071
C (1.237, 7.692, 0.048)  -0.244
O (3.314, -7.308, -1.679)  -0.162
H (-5.792, 3.298, 0.317)  0.060
C (4.141, -3.551, 5.614)  -0.229
C (2.552, -6.925, -0.560)  -0.117
H (4.468, 4.685, 3.176)  0.114
H (2.137, 5.980, 3.504)  0.124
H (1.928, -3.591, 0.636)  0.103
H (2.238, 1.131, -3.000)  0.073
C (-2.549, 2.621, 4.880)  -0.019
H (0.672, 2.027, 2.973)  0.082
H (-2.446, -3.748, 3.280)  0.070
H (-5.015, -1.598, -5.052)  0.154
C (0.413, -3.450, 2.988)  -0.082
H (5.774, -2.458, 4.691)  0.069
H (-1.654, -5.304, 3.040)  0.086
C (2.627, -0.725, 1.397)  -0.128
H (3.249, -2.139, -0.204)  0.101
H (-5.877, -5.773, -6.199)  0.091
H (-2.457, 3.167, 5.819)  0.093
O (4.948, -0.319, -6.837)  -0.060
H (2.189, 7.649, 2.901)  0.131
H (-6.729, -0.013, 3.199)  0.108
H (0.653, 6.943, -0.486)  0.123
C (5.528, -3.486, 4.959)  -0.103
H (-4.570, -3.656, -2.118)  0.102
H (0.798, -4.360, 3.450)  0.118
H (3.745, -6.628, -3.633)  0.131
H (6.278, -3.630, 5.737)  0.077
H (-9.725, 2.330, 2.240)  0.089
C (3.820, -0.444, -6.343)  -0.834
C (3.230, -6.303, -2.729)  -0.128
H (2.571, -7.768, 0.131)  0.094
H (-2.906, -3.797, -5.388)  0.144
H (3.955, -4.178, 6.486)  0.105
C (-1.940, 0.823, -0.250)  -0.117
H (2.895, -6.056, 0.002)  0.065
C (1.390, 8.804, -0.928)  -0.251
O (-4.910, -4.205, -5.174)  -0.194
H (-1.750, -6.177, -2.173)  0.073
H (4.625, 7.604, 2.763)  0.128
C (-4.590, 3.618, 3.964)  -0.164
C (-6.241, 0.851, 3.651)  0.037
C (-1.257, -5.483, -1.492)  -0.014
H (-3.542, -1.321, -5.441)  0.144
H (-3.393, -4.640, -3.822)  0.116
C (2.893, 0.745, -6.524)  -0.057
C (-4.793, 2.928, 0.545)  -0.026
H (2.382, 3.860, 3.007)  0.105
C (3.318, -2.050, 0.880)  -0.119
C (2.631, -2.404, 3.872)  -0.038
H (3.147, -0.213, 2.206)  0.105
H (-4.097, 4.061, 3.099)  0.097
O (-0.612, 0.486, -0.515)  -0.180
H (0.596, 8.051, 0.853)  0.130
N (-4.108, -1.490, -4.621)  0.219
H (1.493, -6.747, -0.748)  0.072
H (-1.970, 3.292, 4.246)  0.059
C (3.789, -4.869, -2.387)  -0.309
H (3.557, -1.950, 3.519)  0.111
H (-4.439, 2.565, -0.421)  0.075
C (-3.664, -2.642, -3.712)  -0.303
C (-1.082, 2.049, -5.835)  -0.028
H (5.544, -4.101, 4.059)  0.071
C (-1.690, 0.903, -5.012)  -0.776
H (2.890, 1.251, -7.490)  0.062
H (4.365, 6.862, 4.327)  0.141
C (-0.390, -4.469, -2.228)  -0.799
H (-2.552, -4.512, 1.751)  0.066
H (0.553, -1.288, 1.235)  0.100
H (1.805, 9.729, -0.529)  0.114
H (4.130, 4.384, 0.933)  0.126
H (-3.061, 0.235, 3.789)  0.015
H (-8.839, 1.704, 3.666)  0.076
H (-2.007, 1.676, 4.895)  0.070
H (-5.431, 0.855, 0.886)  0.125
H (-3.201, -1.509, 3.493)  0.060
O (-0.773, -3.967, -3.261)  -0.017
C (3.029, -3.778, 4.498)  -0.155
C (-2.505, -0.699, 3.711)  -0.043
O (-2.702, 1.168, -4.325)  -0.090
H (4.453, 0.632, -2.025)  0.045
C (-4.654, -2.696, -2.628)  -0.037
C (4.187, 6.738, 3.259)  -0.195
H (0.971, -0.526, 2.802)  0.112
H (-2.684, -2.283, -3.398)  0.133
H (2.971, 6.874, -0.562)  0.140

Properties
- 2S+1: 1
- DFT total energy: -3433.99443 a.u.
- Charge: +1

Molecular formula: CH5N3O2
Method: DFT, the ωB97M-V functional and the def2-TZVPD basis

Each line ends with the Löwdin charge.
Positions of all 11 atoms, in Å:
O (-0.377, 0.253, 1.323)  -0.139
N (0.368, -2.350, 0.580)  -0.007
H (-0.291, 2.076, -1.023)  0.101
H (1.767, 0.645, -0.754)  0.148
N (0.795, 0.395, -0.525)  -0.139
N (0.836, -0.030, 0.731)  -0.069
H (-1.154, 0.609, -0.373)  0.094
O (-0.527, -2.672, 1.266)  -0.106
C (-0.372, 0.956, -1.103)  -0.088
H (-0.629, -0.489, 1.995)  0.131
H (-0.416, 0.608, -2.117)  0.073

Properties
- 2S+1: 1
- DFT total energy: -355.59986 a.u.
- Relative energy (zero: lowest compared OMol25 entry of this formula, charge and spin): 589.1 kJ/mol

Molecular formula: C25H55FNO2Si2
Method: DFT, the ωB97M-V functional and the def2-TZVPD basis

Each line ends with the Löwdin charge.
Positions of all 86 atoms, in Å:
C (-4.549, 1.248, 2.223)  -0.063
H (8.176, -0.722, -2.800)  0.078
F (6.654, 1.046, -5.091)  -0.070
H (6.629, -0.910, -3.645)  0.077
C (0.278, 2.203, -0.881)  -0.374
H (-5.504, -1.286, -1.612)  0.086
H (1.936, -3.985, -2.423)  0.073
C (-4.887, -0.485, -1.201)  -0.086
C (1.452, 2.427, -1.851)  -0.244
H (3.500, -1.816, -3.731)  0.069
H (-5.051, 2.102, 2.667)  0.128
H (-3.244, -1.717, -0.595)  0.119
H (7.981, -1.136, 1.916)  0.088
H (-0.042, -1.270, -0.686)  0.101
H (7.921, 1.822, -3.757)  0.108
H (-5.557, 0.292, -0.825)  0.064
H (1.207, 3.508, 0.578)  0.084
H (-4.812, 1.213, 1.170)  0.115
H (-7.076, 0.622, 3.178)  0.144
H (0.742, -0.061, -3.260)  0.106
H (-3.913, -2.247, 1.655)  0.108
C (1.504, -3.130, -1.905)  -0.056
O (5.603, 1.929, -2.253)  -0.380
C (-5.642, -0.966, 1.840)  -0.100
H (-5.900, 1.277, 4.320)  0.132
C (-2.672, -0.112, 2.978)  -0.134
C (7.590, 1.137, -0.337)  -0.274
H (2.836, 1.022, -0.875)  0.058
C (0.529, -0.408, -1.060)  -0.192
H (5.398, -0.383, -1.161)  0.025
C (0.982, -0.752, -2.456)  -0.099
C (-3.941, -1.017, -0.130)  -0.251
Si (6.396, 0.580, -1.701)  0.532
C (0.651, 2.568, 0.556)  -0.075
H (0.453, -3.338, -1.706)  0.076
H (1.259, 1.799, 1.035)  0.083
C (7.708, 0.847, -4.202)  -0.258
H (-6.686, -2.671, 4.096)  0.071
H (-6.291, -0.358, 1.211)  0.133
H (8.578, 0.527, -4.776)  0.113
C (-6.234, 0.367, 3.823)  -0.119
H (1.496, 3.503, -2.042)  0.112
C (-4.645, -1.758, 1.008)  -0.163
H (8.637, 1.008, -0.650)  0.091
H (-5.795, -0.880, 5.534)  0.107
H (-4.323, -0.046, -2.023)  0.080
C (-6.648, -0.630, 4.900)  -0.216
H (-2.795, 2.043, 3.205)  0.124
C (2.456, -1.987, -4.006)  -0.073
H (-2.494, 1.537, 1.555)  0.096
H (-7.857, -2.350, 5.350)  0.085
C (7.568, -0.859, 0.947)  -0.136
H (2.404, -2.976, -4.467)  0.074
H (1.389, -0.325, -0.392)  0.107
H (3.262, 2.720, -0.651)  0.081
C (-7.367, -1.911, 4.482)  -0.094
H (-3.982, -0.113, 4.673)  0.136
H (1.231, 1.971, -2.819)  0.088
H (-1.122, 0.797, -1.754)  0.115
H (-7.322, -0.057, 5.541)  0.125
H (-0.253, 2.742, 1.146)  0.061
H (-2.402, -0.779, 2.161)  0.101
H (8.283, -1.173, 0.179)  0.086
H (2.165, -1.253, -4.757)  0.079
H (-6.281, -1.661, 2.373)  0.099
H (7.425, 2.208, -0.202)  0.090
H (6.622, -1.388, 0.803)  0.073
O (7.380, 0.543, 0.940)  -0.246
H (-5.220, -2.580, 0.573)  0.132
H (-4.045, -1.648, 3.786)  0.141
C (-3.038, 1.283, 2.463)  -0.127
H (-1.826, -0.089, 3.663)  0.130
H (-0.489, 2.924, -1.185)  0.128
H (3.808, 3.024, -3.714)  -0.006
H (-3.323, -0.203, 0.253)  0.072
C (-0.389, 0.814, -0.942)  -0.176
H (3.836, 0.615, -3.525)  -0.007
C (2.843, 2.001, -1.358)  -0.300
H (-0.958, 0.700, -0.011)  0.077
N (-5.092, -0.018, 2.893)  -0.192
C (-3.931, -0.571, 3.686)  -0.091
C (1.611, -1.890, -2.768)  -0.339
H (-8.138, -1.719, 3.733)  0.086
H (2.021, -3.036, -0.946)  0.082
Si (4.036, 1.890, -2.794)  0.541
C (7.293, -0.189, -3.163)  -0.229

Properties
- 2S+1: 1
- DFT total energy: -1869.45022 a.u.
- Charge: +1

Molecular formula: C7H13N3
Method: DFT, the ωB97M-V functional and the def2-TZVPD basis

Each line ends with the Löwdin charge.
Positions of all 23 atoms, in Å:
H (0.788, -3.068, -0.130)  0.190
H (-2.501, 1.767, 1.107)  0.143
C (1.258, 0.378, -0.242)  -0.231
N (1.193, -2.103, -0.069)  0.308
H (3.133, -0.385, 0.192)  0.084
N (0.213, 2.542, 0.209)  0.302
H (2.429, 0.715, 1.590)  0.143
H (-2.673, -1.735, 0.442)  0.107
C (0.159, 1.311, 0.109)  -0.272
H (1.509, 0.462, -1.311)  0.207
H (3.008, 1.374, 0.114)  0.097
N (-0.813, -0.711, 0.005)  0.070
H (-2.031, 2.313, -0.351)  0.157
C (0.651, -0.954, -0.217)  -0.095
H (2.262, -2.305, -0.118)  0.226
H (-1.353, -2.692, -0.589)  0.136
H (1.191, 2.908, 0.182)  0.141
C (-1.898, -1.691, -0.299)  0.050
C (2.568, 0.473, 0.499)  0.019
C (-2.290, 1.350, 0.161)  0.073
H (-3.156, 0.878, -0.203)  0.107
C (-1.117, 0.588, 0.117)  -0.100
H (-2.528, -1.411, -1.199)  0.138

Properties
- 2S+1: 1
- DFT total energy: -438.07927 a.u.
- Charge: +2
- Relative energy (zero: lowest compared OMol25 entry of this formula, charge and spin): 255.2 kJ/mol
- SMILES string: [H]/N=C1/C(C)=[N+](C)C(=[NH2+])[C@@H]1C

What is the formula in the first record? C52H119N6O14

What is the formula in the second record? CH5N3O2

Copy entry 4 word for word.
Molecular formula: C7H13N3
Method: DFT, the ωB97M-V functional and the def2-TZVPD basis

Each line ends with the Löwdin charge.
Positions of all 23 atoms, in Å:
H (0.788, -3.068, -0.130)  0.190
H (-2.501, 1.767, 1.107)  0.143
C (1.258, 0.378, -0.242)  -0.231
N (1.193, -2.103, -0.069)  0.308
H (3.133, -0.385, 0.192)  0.084
N (0.213, 2.542, 0.209)  0.302
H (2.429, 0.715, 1.590)  0.143
H (-2.673, -1.735, 0.442)  0.107
C (0.159, 1.311, 0.109)  -0.272
H (1.509, 0.462, -1.311)  0.207
H (3.008, 1.374, 0.114)  0.097
N (-0.813, -0.711, 0.005)  0.070
H (-2.031, 2.313, -0.351)  0.157
C (0.651, -0.954, -0.217)  -0.095
H (2.262, -2.305, -0.118)  0.226
H (-1.353, -2.692, -0.589)  0.136
H (1.191, 2.908, 0.182)  0.141
C (-1.898, -1.691, -0.299)  0.050
C (2.568, 0.473, 0.499)  0.019
C (-2.290, 1.350, 0.161)  0.073
H (-3.156, 0.878, -0.203)  0.107
C (-1.117, 0.588, 0.117)  -0.100
H (-2.528, -1.411, -1.199)  0.138

Properties
- 2S+1: 1
- DFT total energy: -438.07927 a.u.
- Charge: +2
- Relative energy (zero: lowest compared OMol25 entry of this formula, charge and spin): 255.2 kJ/mol
- SMILES string: [H]/N=C1/C(C)=[N+](C)C(=[NH2+])[C@@H]1C

Which formula does entry 1 have? C52H119N6O14